No. 1
{
  "formula": "C50H112N6O4P",
  "method": "the ωB97M-V functional and the def2-TZVPD basis",
  "total_charge": 3,
  "relative_energy_kcal_mol": 192.1,
  "elements": ["P", "O", "O", "O", "O", "C", "C", "C", "N", "C", "C", "C", "C", "C", "H", "H", "H", "H", "H", "H", "H", "H", "H", "H", "H", "H", "H", "H", "H", "H", "H", "H", "C", "C", "C", "N", "C", "C", "C", "C", "C", "H", "H", "H", "H", "H", "H", "H", "H", "H", "H", "H", "H", "H", "H", "H", "H", "H", "H", "C", "C", "C", "N", "C", "C", "C", "C", "C", "H", "H", "H", "H", "H", "H", "H", "H", "H", "H", "H", "H", "H", "H", "H", "H", "H", "H", "C", "C", "C", "N", "C", "C", "C", "C", "C", "H", "H", "H", "H", "H", "H", "H", "H", "H", "H", "H", "H", "H", "H", "H", "H", "H", "H", "C", "C", "C", "N", "C", "C", "C", "C", "C", "C", "H", "H", "H", "H", "H", "H", "H", "H", "H", "H", "H", "H", "H", "H", "H", "H", "H", "H", "H", "H", "C", "C", "C", "N", "C", "C", "C", "C", "C", "C", "H", "H", "H", "H", "H", "H", "H", "H", "H", "H", "H", "H", "H", "H", "H", "H", "H", "H", "H", "H"],
  "positions_angstrom": [[0.546, -0.058, -0.279], [0.899, -1.037, -1.480], [-0.979, -0.139, 0.124], [0.872, 1.505, -0.597], [1.407, -0.571, 0.939], [-8.059, -3.052, -4.257], [-6.986, -3.046, -3.177], [-5.690, -3.807, -3.680], [-4.360, -3.201, -3.142], [-4.387, -3.162, -1.602], [-4.103, -1.853, -3.761], [-3.039, -1.963, -4.850], [-2.824, -3.447, -5.067], [-3.174, -4.024, -3.684], [-7.539, -2.751, -5.167], [-8.883, -2.341, -4.194], [-8.529, -4.020, -4.433], [-7.382, -3.408, -2.228], [-6.727, -1.995, -3.053], [-5.616, -3.671, -4.759], [-5.636, -4.894, -3.635], [-5.126, -2.423, -1.294], [-3.359, -2.963, -1.299], [-4.660, -4.187, -1.355], [-3.397, -1.485, -3.017], [-4.928, -1.147, -3.862], [-2.178, -1.375, -4.532], [-3.449, -1.528, -5.761], [-1.806, -3.745, -5.321], [-3.553, -3.844, -5.772], [-2.311, -3.767, -3.070], [-3.458, -5.072, -3.586], [3.340, -6.973, -2.944], [2.533, -6.739, -1.717], [3.104, -5.693, -0.797], [2.644, -5.705, 0.662], [1.071, -5.397, 0.772], [2.861, -7.061, 1.429], [3.482, -6.670, 2.814], [4.366, -5.463, 2.559], [3.504, -4.748, 1.545], [3.260, -6.148, -3.652], [2.786, -7.803, -3.381], [4.385, -7.220, -2.758], [2.703, -7.718, -1.271], [1.478, -6.692, -1.987], [2.956, -4.664, -1.126], [4.189, -5.783, -0.765], [1.054, -4.325, 0.572], [0.902, -5.430, 1.848], [0.381, -6.067, 0.260], [1.929, -7.625, 1.394], [3.607, -7.513, 0.776], [2.639, -6.511, 3.486], [4.044, -7.534, 3.169], [4.678, -4.858, 3.411], [5.341, -5.650, 2.110], [2.871, -4.163, 2.212], [4.019, -4.100, 0.836], [3.508, -1.124, -8.199], [3.524, 0.077, -7.269], [3.931, -0.394, -5.854], [4.603, 0.773, -5.070], [3.663, 1.921, -4.725], [5.900, 1.370, -5.583], [6.877, 1.558, -4.462], [6.537, 0.479, -3.466], [5.030, 0.147, -3.694], [3.016, -2.026, -7.833], [4.522, -1.389, -8.498], [2.961, -0.853, -9.102], [2.521, 0.492, -7.169], [4.267, 0.827, -7.542], [4.696, -1.167, -5.924], [3.161, -0.711, -5.150], [2.787, 1.382, -4.365], [3.298, 2.218, -5.708], [4.221, 2.655, -4.143], [5.611, 2.313, -6.047], [6.399, 0.806, -6.371], [6.722, 2.569, -4.085], [7.946, 1.475, -4.658], [6.731, 0.797, -2.441], [7.215, -0.367, -3.579], [4.393, 0.621, -2.948], [4.601, -0.844, -3.548], [5.096, 6.873, 6.806], [5.262, 6.137, 5.489], [3.927, 5.475, 5.087], [3.897, 4.572, 3.752], [2.567, 3.916, 3.659], [4.928, 3.449, 3.745], [5.258, 3.197, 2.336], [4.926, 4.471, 1.587], [4.093, 5.363, 2.471], [5.695, 6.432, 7.603], [4.076, 6.866, 7.189], [5.377, 7.925, 6.744], [6.053, 5.395, 5.595], [5.654, 6.846, 4.760], [3.084, 6.129, 4.863], [3.435, 4.876, 5.853], [2.441, 3.303, 4.552], [2.613, 3.243, 2.803], [1.812, 4.697, 3.749], [4.601, 2.501, 4.174], [5.863, 3.765, 4.207], [4.721, 2.321, 1.972], [6.242, 2.761, 2.164], [4.446, 4.188, 0.650], [5.875, 4.896, 1.261], [3.107, 5.675, 2.127], [4.523, 6.349, 2.645], [-6.570, 2.618, 0.318], [-5.415, 3.636, 0.119], [-4.501, 3.391, -1.128], [-3.429, 4.518, -1.343], [-4.066, 5.952, -1.551], [-2.943, 6.857, -2.004], [-2.345, 6.400, -3.253], [-1.697, 5.096, -3.091], [-2.611, 4.090, -2.563], [-2.569, 4.569, -0.065], [-6.271, 1.640, -0.058], [-7.579, 2.802, -0.051], [-6.694, 2.583, 1.401], [-4.658, 3.544, 0.897], [-5.649, 4.699, 0.183], [-5.058, 3.183, -2.041], [-3.973, 2.462, -0.910], [-4.920, 5.806, -2.211], [-4.433, 6.478, -0.670], [-3.295, 7.880, -2.140], [-2.140, 6.897, -1.269], [-3.188, 6.321, -3.940], [-1.694, 7.206, -3.590], [-1.413, 4.790, -4.098], [-0.783, 5.186, -2.504], [-3.360, 3.886, -3.328], [-2.127, 3.167, -2.245], [-3.086, 5.185, 0.670], [-1.579, 4.970, -0.284], [-2.345, 3.579, 0.331], [0.398, -1.730, 6.303], [-0.897, -2.441, 6.240], [-2.158, -1.602, 6.677], [-2.891, -0.906, 5.529], [-3.894, -0.002, 6.173], [-5.116, -0.700, 6.700], [-5.929, -1.324, 5.571], [-4.990, -2.286, 4.815], [-3.617, -1.730, 4.425], [-1.920, 0.055, 4.789], [1.282, -2.335, 6.107], [0.421, -1.447, 7.356], [0.558, -0.904, 5.610], [-0.936, -3.343, 6.851], [-1.022, -2.839, 5.233], [-1.895, -1.030, 7.567], [-2.907, -2.287, 7.074], [-3.443, 0.699, 6.875], [-4.310, 0.538, 5.322], [-5.045, -1.392, 7.538], [-5.752, 0.002, 7.240], [-6.770, -1.909, 5.941], [-6.289, -0.526, 4.922], [-4.948, -3.250, 5.322], [-5.553, -2.687, 3.972], [-2.926, -2.408, 3.923], [-3.935, -1.102, 3.593], [-1.086, -0.460, 4.313], [-1.661, 0.846, 5.492], [-2.303, 0.608, 3.931]]
}

---

No. 2
{
  "formula": "C50H114Br6",
  "method": "the ωB97M-V functional and the def2-TZVPD basis",
  "total_charge": 0,
  "elements": ["C", "Br", "Br", "Br", "H", "C", "Br", "Br", "Br", "H", "C", "C", "C", "C", "C", "C", "H", "H", "H", "H", "H", "H", "H", "H", "H", "H", "H", "H", "H", "H", "C", "C", "C", "C", "C", "C", "H", "H", "H", "H", "H", "H", "H", "H", "H", "H", "H", "H", "H", "H", "C", "C", "C", "C", "C", "C", "H", "H", "H", "H", "H", "H", "H", "H", "H", "H", "H", "H", "H", "H", "C", "C", "C", "C", "C", "C", "H", "H", "H", "H", "H", "H", "H", "H", "H", "H", "H", "H", "H", "H", "C", "C", "C", "C", "C", "C", "H", "H", "H", "H", "H", "H", "H", "H", "H", "H", "H", "H", "H", "H", "C", "C", "C", "C", "C", "C", "H", "H", "H", "H", "H", "H", "H", "H", "H", "H", "H", "H", "H", "H", "C", "C", "C", "C", "C", "C", "H", "H", "H", "H", "H", "H", "H", "H", "H", "H", "H", "H", "H", "H", "C", "C", "C", "C", "C", "C", "H", "H", "H", "H", "H", "H", "H", "H", "H", "H", "H", "H", "H", "H"],
  "positions_angstrom": [[22.476, -2.770, -17.716], [20.867, -3.897, -17.260], [22.102, -0.865, -17.503], [23.078, -3.168, -19.554], [23.241, -3.052, -16.993], [24.792, -7.733, -13.106], [25.103, -5.971, -12.267], [25.033, -7.657, -15.057], [22.972, -8.340, -12.772], [25.433, -8.475, -12.631], [33.050, 0.329, -13.167], [31.887, 1.238, -13.691], [30.586, 1.097, -12.847], [29.860, -0.295, -12.886], [29.878, -1.075, -14.231], [29.106, -0.328, -15.312], [33.978, 0.404, -13.734], [32.747, -0.717, -13.219], [33.282, 0.630, -12.146], [32.117, 2.297, -13.572], [31.639, 1.017, -14.729], [29.892, 1.824, -13.269], [30.886, 1.341, -11.828], [30.295, -0.988, -12.165], [28.820, -0.164, -12.585], [30.889, -1.401, -14.474], [29.328, -1.986, -13.995], [28.073, -0.223, -14.980], [29.475, 0.625, -15.693], [29.118, -0.880, -16.252], [25.968, -11.571, -7.928], [27.008, -10.591, -7.434], [28.500, -10.968, -7.789], [29.223, -11.977, -6.890], [30.699, -12.175, -7.173], [31.497, -10.929, -6.799], [26.316, -12.063, -8.836], [24.984, -11.146, -8.127], [25.883, -12.288, -7.112], [26.808, -9.615, -7.874], [26.827, -10.369, -6.382], [29.090, -10.056, -7.699], [28.584, -11.324, -8.816], [29.047, -11.748, -5.839], [28.634, -12.883, -7.024], [31.048, -13.052, -6.628], [30.894, -12.377, -8.226], [31.158, -10.050, -7.347], [31.531, -10.716, -5.730], [32.549, -11.152, -6.980], [37.218, -11.406, -15.082], [36.791, -10.068, -14.438], [35.308, -10.071, -14.044], [34.830, -8.744, -13.346], [33.343, -8.671, -13.073], [32.905, -7.363, -12.419], [36.857, -12.190, -14.417], [38.295, -11.539, -15.183], [36.772, -11.599, -16.058], [37.360, -9.816, -13.544], [36.950, -9.191, -15.067], [35.183, -10.966, -13.434], [34.698, -10.175, -14.941], [35.418, -8.439, -12.480], [35.100, -7.930, -14.019], [32.775, -8.718, -14.002], [33.037, -9.520, -12.462], [33.194, -7.376, -11.368], [33.279, -6.440, -12.863], [31.834, -7.176, -12.498], [21.770, -4.277, -7.197], [20.282, -4.310, -7.289], [19.747, -4.861, -8.544], [18.215, -4.971, -8.565], [17.617, -5.292, -9.936], [16.211, -5.825, -9.842], [22.146, -3.726, -8.059], [22.195, -5.276, -7.303], [22.116, -3.768, -6.298], [19.820, -4.916, -6.511], [19.957, -3.298, -7.045], [20.258, -5.800, -8.755], [20.076, -4.172, -9.322], [18.002, -5.606, -7.706], [17.879, -3.967, -8.307], [17.660, -4.385, -10.539], [18.288, -5.984, -10.445], [15.871, -6.113, -10.837], [16.193, -6.755, -9.274], [15.466, -5.148, -9.424], [16.597, -10.614, -17.753], [17.360, -10.984, -16.453], [17.233, -12.498, -16.106], [18.130, -12.850, -14.889], [18.297, -14.343, -14.711], [19.215, -14.683, -13.530], [16.992, -11.110, -18.640], [16.795, -9.552, -17.894], [15.543, -10.878, -17.675], [18.379, -10.689, -16.704], [17.068, -10.357, -15.611], [17.559, -13.048, -16.989], [16.223, -12.832, -15.868], [19.083, -12.327, -14.973], [17.655, -12.347, -14.047], [17.278, -14.680, -14.519], [18.767, -14.679, -15.635], [19.108, -15.699, -13.150], [20.256, -14.436, -13.736], [19.015, -13.998, -12.706], [23.596, 1.892, -9.587], [24.307, 2.921, -8.748], [24.033, 2.664, -7.308], [24.613, 3.660, -6.332], [24.506, 3.100, -4.877], [25.307, 4.050, -3.858], [23.926, 2.047, -10.614], [22.522, 1.903, -9.402], [23.856, 0.878, -9.286], [25.355, 2.932, -9.045], [23.879, 3.915, -8.876], [24.520, 1.730, -7.027], [22.952, 2.571, -7.196], [25.664, 3.856, -6.545], [24.112, 4.626, -6.380], [23.513, 3.050, -4.429], [24.933, 2.098, -4.881], [26.334, 4.089, -4.220], [24.920, 5.063, -3.744], [25.361, 3.521, -2.907], [28.443, -15.001, -14.588], [29.674, -15.666, -15.159], [30.863, -15.710, -14.251], [32.224, -15.932, -14.992], [32.395, -17.330, -15.649], [33.745, -17.550, -16.322], [27.727, -14.787, -15.381], [28.754, -14.022, -14.224], [27.983, -15.642, -13.836], [29.387, -16.679, -15.441], [29.853, -15.023, -16.021], [30.660, -16.530, -13.563], [31.015, -14.761, -13.736], [32.319, -15.088, -15.675], [33.092, -15.857, -14.336], [32.270, -18.151, -14.943], [31.623, -17.426, -16.413], [34.513, -17.656, -15.556], [33.693, -18.392, -17.013], [33.915, -16.645, -16.906], [30.908, -7.238, -21.457], [32.291, -6.760, -21.816], [32.996, -7.551, -22.998], [32.276, -7.297, -24.379], [32.928, -8.067, -25.621], [34.416, -7.717, -25.905], [30.127, -6.882, -22.128], [30.580, -6.927, -20.465], [30.880, -8.327, -21.492], [32.413, -5.680, -21.885], [32.896, -7.012, -20.945], [33.109, -8.587, -22.679], [34.026, -7.217, -23.121], [31.257, -7.683, -24.389], [32.323, -6.242, -24.650], [32.824, -9.132, -25.414], [32.300, -7.865, -26.489], [34.990, -8.085, -25.054], [34.757, -8.269, -26.781], [34.682, -6.673, -26.072]]
}

---

Calculated LUMO level in order - -4.4, -0.4 eV
Calculated highest occupied orbital energy in order - -7.4, -10.4 eV
Calculated energy in order - -80053.372, -473951.563 eV